[1]
A molecular structure, C26H20N11OsSi in a non-equilibrium geometry. Source: the OMol25 dataset; level of theory: ωB97M-V/def2-TZVPD.

```
! wB97M-V def2-TZVPD RIJCOSX def2/J DEFGRID3
* xyz 1 1
Os 0.241 -0.052 -0.842
N -0.528 -1.682 -3.815
C -1.542 -1.379 -2.952
N -2.816 -1.606 -3.164
N -3.447 -1.125 -2.069
N -2.616 -0.632 -1.231
N -1.365 -0.774 -1.759
C 0.763 -1.292 -3.616
N 1.760 -1.447 -4.449
N 2.831 -0.896 -3.821
N 2.519 -0.431 -2.674
N 1.181 -0.654 -2.501
H -0.761 -2.157 -4.675
N -1.918 4.300 -5.922
C -1.550 3.877 -4.921
C -1.084 3.296 -3.688
C 0.279 3.143 -3.456
C 0.683 2.448 -2.338
N -0.195 1.934 -1.460
C -1.510 2.170 -1.636
C -1.993 2.835 -2.740
H 1.014 3.539 -4.141
H 1.735 2.288 -2.133
H -2.176 1.805 -0.867
H -3.056 2.978 -2.870
C 4.141 1.232 0.634
C 3.065 2.094 0.819
C 1.791 1.577 0.980
C 1.584 0.179 0.970
C 2.696 -0.675 0.805
C 3.961 -0.147 0.644
Si -0.191 -0.563 1.439
C -1.073 0.457 2.678
C -0.365 1.030 3.741
C -1.031 1.803 4.680
C -2.398 2.022 4.555
C -3.110 1.448 3.509
C -2.455 0.664 2.572
C -0.080 -2.366 1.737
C 0.287 -3.241 0.706
C 0.370 -4.603 0.930
C 0.083 -5.109 2.193
C -0.282 -4.256 3.226
C -0.372 -2.891 3.000
H 5.133 1.640 0.488
H 3.222 3.164 0.851
H 0.958 2.242 1.175
H 2.561 -1.749 0.848
H 4.808 -0.809 0.528
H 0.701 0.859 3.841
H -0.479 2.238 5.503
H -2.912 2.642 5.277
H -4.176 1.614 3.425
H -3.009 0.208 1.759
H 0.498 -2.857 -0.291
H 0.658 -5.271 0.129
H 0.135 -6.175 2.375
H -0.506 -4.660 4.204
H -0.661 -2.228 3.808
*
```

Output
- ΔE to the lowest compared entry with this formula, charge and spin: 175.06 kJ/mol
- Gap between HOMO and LUMO (alpha / beta): 5.74 / 5.66 eV
- Lowest unoccupied orbital energy (alpha / beta): -5.90 / -5.97 eV
- HOMO energy (alpha / beta): -11.64 / -11.64 eV

Atom charges from the Mulliken analysis, given in e for atoms 1 to 2: number 1, Os, carries 0.607; number 2, N, carries 0.019

=====

[2]
A molecular structure, C26H20N2O4PdS. Source: the OMol25 dataset; level of theory: ωB97M-V/def2-TZVPD.

```
! wB97M-V def2-TZVPD RIJCOSX def2/J DEFGRID3
* xyz -2 1
Pd 1.172 0.008 -0.587
O -3.384 -1.842 2.239
C -2.444 -2.339 2.959
C -2.645 -3.533 3.713
C -1.655 -4.082 4.497
C -0.393 -3.483 4.580
C -0.163 -2.325 3.853
C -1.140 -1.745 3.049
C -0.830 -0.529 2.246
O -1.797 -0.072 1.466
N 0.362 -0.046 2.298
N 0.600 1.049 1.454
C 1.870 1.294 1.383
C 2.470 2.471 0.713
C 3.341 3.251 1.463
C 3.947 4.394 0.957
C 3.672 4.748 -0.364
C 2.843 3.974 -1.149
C 2.227 2.781 -0.666
O 1.537 2.038 -1.442
H -2.592 -0.699 1.628
H -3.621 -4.000 3.635
H -1.856 -4.996 5.049
H 0.388 -3.915 5.194
H 0.803 -1.836 3.885
H 2.533 0.688 2.012
H 3.536 2.954 2.490
H 4.612 4.990 1.571
H 4.127 5.640 -0.788
H 2.653 4.238 -2.183
O -0.844 -2.491 -1.894
S -0.408 -2.619 -0.469
C 1.304 -2.037 -0.402
C 2.104 -2.416 0.726
C 3.460 -2.400 0.637
C 4.103 -2.016 -0.574
C 3.368 -1.661 -1.666
C 1.936 -1.649 -1.635
C -0.079 -4.374 -0.221
C -0.196 -4.885 1.063
C 0.061 -6.233 1.278
C 0.419 -7.053 0.218
C 0.519 -6.530 -1.068
C 0.266 -5.185 -1.290
H 1.608 -2.709 1.645
H 4.058 -2.666 1.501
H 5.186 -2.003 -0.625
H 3.869 -1.388 -2.589
H 1.382 -1.717 -2.566
H -0.489 -4.238 1.883
H -0.028 -6.639 2.279
H 0.616 -8.105 0.389
H 0.795 -7.174 -1.895
H 0.322 -4.745 -2.278
*
```

Output
- Gap between HOMO and LUMO: 5.95 eV
- Lowest unoccupied orbital energy: 4.63 eV
- HOMO energy: -1.32 eV

Atom charges from the Mulliken analysis, given in e for atoms 1 to 2: number 1, Pd, carries 0.098; number 2, O, carries -0.993

=====

[3]
A molecular structure, C26H21BF7LiN5O5S2Sb. Source: the OMol25 dataset; level of theory: ωB97M-V/def2-TZVPD.

```
! wB97M-V def2-TZVPD RIJCOSX def2/J DEFGRID3
* xyz -1 2
Li -0.606 0.890 0.253
N 0.053 2.152 2.881
C -1.033 1.369 3.036
N -1.337 0.408 2.206
C -2.392 -0.338 2.679
C -2.937 0.056 3.846
S -2.083 1.444 4.430
C -2.675 -1.512 1.833
C -2.109 -2.707 2.016
S -2.019 -3.609 0.539
C -2.728 -2.300 -0.328
N -3.143 -1.319 0.512
N -2.764 -2.319 -1.640
H 0.623 1.932 2.060
H -0.022 3.127 3.116
H -3.794 -0.346 4.358
H -1.587 -3.025 2.902
H -1.674 -2.411 -1.997
H -3.156 -1.468 -2.026
C 3.876 -3.944 -2.787
C 4.420 -3.256 -1.542
C 5.856 -2.805 -1.770
C 6.437 -2.238 -0.489
C 5.518 -1.202 0.099
C 6.058 -0.244 0.991
C 5.215 0.723 1.492
F 5.741 1.645 2.347
C 3.884 0.812 1.171
C 3.317 -0.143 0.284
C 1.934 -0.074 -0.030
O 1.200 0.861 0.469
C 1.427 -1.130 -0.911
C 2.281 -2.069 -1.387
N 3.617 -2.100 -1.134
C 4.181 -1.155 -0.241
C 0.005 -1.289 -1.328
O -0.314 -2.292 -2.062
O -0.855 -0.471 -0.922
H 4.601 -4.690 -3.114
H 3.735 -3.222 -3.594
H 2.932 -4.458 -2.615
H 4.426 -3.981 -0.714
H 5.859 -2.043 -2.557
H 6.443 -3.655 -2.126
H 7.416 -1.789 -0.680
H 6.607 -3.052 0.226
H 7.105 -0.259 1.261
H 3.264 1.599 1.571
H 1.885 -2.836 -2.030
F -1.674 2.438 -0.185
Sb -1.686 4.352 0.113
F -2.515 3.967 1.780
F -1.725 6.199 0.487
F 0.013 4.208 0.934
F -0.885 4.631 -1.565
F -3.381 4.437 -0.710
O -4.320 0.818 0.966
B -3.829 -0.104 0.079
O -4.184 0.146 -1.227
C -4.929 1.315 -1.151
C -5.532 2.013 -2.167
C -6.245 3.150 -1.790
C -6.328 3.550 -0.462
C -5.701 2.837 0.556
C -5.010 1.716 0.170
H -5.444 1.702 -3.198
H -6.726 3.746 -2.554
H -6.866 4.455 -0.215
H -5.719 3.159 1.587
*
```

Output
- ΔE to the lowest compared entry with this formula, charge and spin: 235.57 kJ/mol
- Gap between HOMO and LUMO (alpha / beta): 3.72 / 6.91 eV
- Lowest unoccupied orbital energy (alpha / beta): 1.96 / 1.95 eV
- HOMO energy (alpha / beta): -1.77 / -4.96 eV

Atom charges from the Mulliken analysis, given in e for atoms 1 to 2: number 1, Li, carries 0.981; number 2, N, carries -0.294